Record 1
{
  "formula": "C19H34FNO5S",
  "method": "the ωB97M-V functional and the def2-TZVPD basis",
  "relative_energy_kcal_mol": 39.79,
  "smiles": "C#C[C@@]1(CCCF)COS(=O)(=O)[C@@H](CCN)C1.C1CCOC1.C1CCOC1",
  "largest_force_ev_per_a": 0.70,
  "gap_ha": 0.364,
  "total_energy_ha": -1673.2578,
  "mol_weight_g_mol": 407.55,
  "homo_energy_ev": -9.4,
  "elements": ["S", "F", "O", "O", "O", "O", "O", "N", "C", "C", "C", "C", "C", "C", "C", "C", "C", "C", "C", "C", "C", "C", "C", "C", "C", "C", "C", "H", "H", "H", "H", "H", "H", "H", "H", "H", "H", "H", "H", "H", "H", "H", "H", "H", "H", "H", "H", "H", "H", "H", "H", "H", "H", "H", "H", "H", "H", "H", "H", "H", "H"],
  "xyz": [[-2.6386, 2.9980, 0.0154], [1.9023, -1.1800, -0.2243], [0.8522, -4.8698, 2.2819], [-0.4238, -0.8084, -3.3456], [-3.4044, 1.7850, 0.6833], [-2.1212, 2.5829, -1.2558], [-3.5458, 4.0934, 0.0925], [1.0379, 4.5913, 2.8390], [-1.2575, 3.2581, 1.1447], [0.4724, 0.5293, -5.0718], [1.6051, 0.1501, -0.5121], [-1.3865, 2.2660, 2.2983], [-1.7236, 0.0313, 3.1155], [-1.1983, 4.7176, 1.6178], [0.2327, 5.2224, 1.7915], [0.5842, -0.9405, -5.4750], [-0.1072, 0.2349, 1.3184], [1.9223, -5.8109, 2.1954], [-1.4562, 0.7812, 1.8740], [-0.5818, 0.4681, -3.9738], [0.7948, -4.0888, 1.0862], [2.3777, -5.8072, 0.7414], [-1.9643, -0.5591, 4.1337], [2.0892, -4.3633, 0.3337], [0.1582, 0.4066, -0.1792], [0.4331, -1.6390, -4.1298], [-2.6446, 0.5725, 0.8944], [-1.7512, 4.8208, 2.5550], [0.6751, -3.0392, 1.3536], [-0.0124, -2.6313, -4.2080], [0.1865, 1.1882, -5.8900], [-0.0775, -4.4004, 0.5007], [0.2046, 6.2939, 1.9900], [1.4786, 3.7414, 2.5162], [1.5631, -6.7849, 2.5301], [-0.1666, 1.3650, -0.5762], [-0.5701, 2.3843, 3.0085], [-1.6788, 5.3616, 0.8833], [-2.3333, 0.1955, -0.0762], [-0.2398, -1.2120, -6.1379], [2.7306, -5.4925, 2.8631], [-1.9504, -1.1166, 5.0349], [1.3999, -1.7336, -3.6218], [0.4867, 4.3756, 3.6594], [1.9870, -4.2191, -0.7403], [-0.4035, -0.3520, -0.7301], [-0.4710, 1.2496, -3.2209], [1.5196, -1.1894, -5.9738], [-2.3176, 2.4970, 2.8190], [3.4220, -6.0951, 0.6281], [1.7678, -6.4949, 0.1516], [0.7610, 5.0586, 0.8495], [2.2805, 0.7494, 0.1026], [-1.5927, 0.5360, -4.3874], [-0.0232, -0.8203, 1.5727], [1.8197, 0.3094, -1.5678], [1.4243, 0.8814, -4.6672], [2.8806, -3.7018, 0.6907], [-3.3602, -0.1268, 1.3129], [0.6879, 0.7337, 1.8846], [-0.3359, 3.0470, 0.6015]],
  "forces_ev_per_angstrom": [[0.1, 0.1, -0.3], [0.1, -0.3, 0.0], [0.0, 0.0, 0.0], [0.0, 0.0, 0.1], [0.0, -0.1, 0.3], [0.1, -0.1, 0.0], [-0.1, 0.0, 0.0], [0.0, 0.0, -0.1], [0.3, 0.0, 0.4], [0.0, 0.0, 0.0], [0.0, 0.2, 0.1], [-0.4, -0.1, -0.2], [-0.3, 0.0, 0.1], [0.1, 0.0, -0.1], [0.1, -0.3, 0.2], [0.0, 0.0, 0.0], [0.1, 0.5, 0.0], [0.0, 0.0, 0.0], [0.0, -0.3, 0.2], [0.0, 0.0, 0.0], [0.0, 0.0, 0.0], [0.0, 0.0, 0.0], [0.6, 0.1, -0.3], [0.0, 0.0, 0.0], [-0.2, -0.6, 0.0], [0.0, 0.0, 0.0], [-0.1, -0.1, -0.2], [-0.1, 0.0, 0.0], [0.0, 0.0, 0.0], [0.0, 0.0, 0.0], [0.0, 0.0, 0.0], [0.0, 0.0, 0.0], [0.0, 0.1, -0.1], [0.0, -0.1, 0.0], [0.0, 0.0, 0.0], [0.1, 0.1, 0.0], [0.0, 0.1, -0.1], [-0.1, 0.0, 0.0], [0.1, 0.1, 0.0], [0.0, 0.0, 0.0], [0.0, 0.0, 0.0], [-0.3, -0.1, 0.2], [0.0, 0.0, 0.0], [0.0, 0.0, 0.0], [0.0, 0.0, 0.0], [-0.1, 0.1, -0.1], [0.0, 0.0, 0.0], [0.0, 0.0, 0.0], [0.1, 0.0, 0.2], [0.0, 0.0, 0.0], [0.0, 0.0, 0.0], [0.0, 0.3, 0.0], [0.0, 0.1, -0.1], [0.0, 0.0, 0.0], [-0.1, 0.0, 0.0], [0.0, 0.0, -0.1], [0.0, 0.0, 0.0], [0.0, 0.0, 0.0], [-0.1, 0.1, 0.0], [0.0, 0.0, 0.0], [-0.2, 0.0, -0.3]],
  "nbo_charge": [2.394, -0.381, -0.542, -0.550, -0.702, -0.949, -0.917, -0.833, -0.500, -0.431, 0.071, -0.382, 0.093, -0.417, -0.211, -0.431, -0.383, -0.066, -0.195, -0.069, -0.054, -0.432, -0.273, -0.432, -0.479, -0.066, -0.077, 0.208, 0.181, 0.185, 0.220, 0.160, 0.196, 0.352, 0.182, 0.233, 0.229, 0.245, 0.213, 0.204, 0.162, 0.241, 0.163, 0.352, 0.219, 0.236, 0.190, 0.217, 0.231, 0.215, 0.200, 0.186, 0.153, 0.171, 0.232, 0.172, 0.198, 0.206, 0.225, 0.200, 0.237]
}

=====

Record 2
{
  "formula": "C19H34NO2S",
  "method": "the ωB97M-V functional and the def2-TZVPD basis",
  "relative_energy_kcal_mol": 1.69,
  "smiles": "CCCCCCCSc1cc(OC)c(CC[NH+](C)C)cc1OC",
  "largest_force_ev_per_a": 0.82,
  "gap_ha": 0.293,
  "charge": 1,
  "total_energy_ha": -1347.5527,
  "mol_weight_g_mol": 340.55,
  "homo_energy_ev": -10.3,
  "elements": ["S", "O", "O", "N", "C", "C", "C", "C", "C", "C", "C", "C", "C", "C", "C", "C", "C", "C", "C", "C", "C", "C", "C", "H", "H", "H", "H", "H", "H", "H", "H", "H", "H", "H", "H", "H", "H", "H", "H", "H", "H", "H", "H", "H", "H", "H", "H", "H", "H", "H", "H", "H", "H", "H", "H", "H", "H"],
  "xyz": [[1.4434, -0.6601, -1.0064], [0.6614, 2.1003, 0.1517], [-3.3357, -1.7397, 0.3658], [-5.5114, -0.2695, -0.2013], [-0.3408, 1.1897, 0.1870], [2.3009, 0.7728, -1.7586], [-5.0199, 1.0282, 0.3372], [6.5788, -1.4359, 0.9526], [-0.0793, -0.0915, -0.3291], [-5.8927, -0.1815, -1.6172], [7.8402, -2.2758, 1.1121], [-2.3093, -0.7974, 0.2892], [5.6661, 0.8220, 0.1745], [4.5618, 0.2966, -0.7396], [-3.0276, -3.0918, 0.0736], [3.4274, 1.3065, -0.8906], [-1.6006, 1.4462, 0.7135], [-3.9324, 0.8120, 1.3934], [0.4680, 3.3699, 0.7305], [-2.5939, 0.4773, 0.7810], [-1.0725, -1.0644, -0.2636], [-6.6147, -0.8069, 0.6083], [6.8753, -0.1096, 0.2555], [7.6701, 0.4014, 0.8040], [0.2272, 3.2930, 1.7947], [-1.8196, 2.4228, 1.1144], [4.9826, 0.0753, -1.7234], [7.2469, -0.3071, -0.7526], [5.9982, 1.7934, -0.2009], [-6.2437, -1.1491, -1.9712], [4.1550, -0.6316, -0.3335], [-4.2299, 0.0189, 2.0823], [-6.8742, -1.8082, 0.2706], [-3.8327, 1.7304, 1.9713], [3.8074, 2.2215, -1.3524], [3.0341, 1.5658, 0.0934], [-5.8675, 1.5765, 0.7535], [-4.6015, 1.6130, -0.4839], [-0.3148, 3.9333, 0.2133], [-6.6911, 0.5487, -1.7454], [-2.1858, -3.4380, 0.6741], [5.2623, 0.9767, 1.1781], [-0.8302, -2.0377, -0.6556], [-4.6999, -0.9375, -0.1004], [2.6937, 0.3758, -2.6955], [8.5799, -1.7459, 1.7081], [7.6138, -3.2181, 1.6054], [-5.0365, 0.1190, -2.2180], [-3.9165, -3.6630, 0.3375], [5.8450, -2.0021, 0.3764], [-6.3212, -0.8591, 1.6543], [8.2780, -2.4939, 0.1405], [-7.4920, -0.1672, 0.5173], [1.4178, 3.8884, 0.6131], [6.1494, -1.2365, 1.9374], [-2.8035, -3.2286, -0.9872], [1.5497, 1.5266, -1.9747]],
  "forces_ev_per_angstrom": [[0.2, 0.0, 0.0], [-0.1, -0.5, -0.1], [0.1, 0.5, 0.1], [0.4, -0.2, 0.0], [-0.1, -0.2, -0.1], [-0.3, -0.1, 0.2], [0.3, 0.6, 0.4], [0.3, 0.1, -0.1], [0.1, 0.3, -0.1], [-0.1, 0.0, -0.7], [-0.3, 0.0, 0.0], [0.0, 0.3, 0.1], [0.1, -0.2, -0.3], [0.0, 0.4, 0.2], [0.0, -0.4, -0.1], [0.1, -0.2, -0.1], [0.1, 0.1, 0.0], [0.1, -0.1, -0.2], [0.0, 0.3, 0.1], [0.0, -0.3, 0.0], [0.0, 0.0, 0.0], [-0.5, -0.3, 0.5], [-0.3, 0.0, 0.2], [0.1, 0.0, 0.0], [0.0, 0.0, 0.0], [0.0, 0.1, 0.1], [0.0, -0.1, -0.1], [0.1, 0.0, -0.1], [0.0, 0.1, 0.0], [0.0, 0.0, 0.1], [0.0, -0.1, 0.0], [-0.1, 0.1, 0.1], [0.1, 0.0, -0.1], [-0.1, 0.0, 0.0], [0.0, 0.1, 0.0], [0.0, 0.1, 0.0], [-0.1, -0.1, -0.1], [-0.1, -0.1, 0.0], [0.0, 0.0, 0.0], [0.0, 0.0, 0.1], [0.0, 0.0, 0.0], [0.0, 0.1, 0.1], [0.0, -0.2, -0.1], [-0.3, 0.1, -0.1], [0.0, 0.0, 0.0], [0.1, 0.0, 0.1], [0.1, -0.1, 0.0], [0.0, 0.0, 0.1], [0.1, 0.0, 0.0], [-0.1, 0.0, 0.0], [0.1, 0.0, 0.0], [0.1, -0.1, -0.1], [0.1, 0.1, -0.1], [-0.1, 0.0, 0.0], [-0.1, 0.0, 0.0], [0.0, 0.0, 0.0], [0.1, 0.0, -0.1]],
  "nbo_charge": [0.257, -0.509, -0.555, -0.390, 0.351, -0.497, -0.212, -0.394, -0.198, -0.418, -0.599, 0.259, -0.385, -0.404, -0.253, -0.410, -0.280, -0.440, -0.256, -0.086, -0.273, -0.420, -0.388, 0.202, 0.183, 0.222, 0.195, 0.194, 0.199, 0.231, 0.204, 0.227, 0.231, 0.247, 0.207, 0.211, 0.224, 0.230, 0.178, 0.229, 0.205, 0.194, 0.237, 0.485, 0.226, 0.203, 0.209, 0.236, 0.204, 0.192, 0.235, 0.202, 0.229, 0.215, 0.192, 0.189, 0.234]
}

=====

Record 3
{
  "formula": "C19H34O3",
  "method": "the ωB97M-V functional and the def2-TZVPD basis",
  "relative_energy_kcal_mol": 0.85,
  "smiles": "COC(C)(C)CCC[C@H](C)C/C=C/C(C)=C/C(=O)OC(C)C",
  "largest_force_ev_per_a": 0.76,
  "gap_ha": 0.335,
  "total_energy_ha": -970.0751,
  "mol_weight_g_mol": 310.48,
  "homo_energy_ev": -8.7,
  "elements": ["O", "O", "O", "C", "C", "C", "C", "C", "C", "C", "C", "C", "C", "C", "C", "C", "C", "C", "C", "C", "C", "C", "H", "H", "H", "H", "H", "H", "H", "H", "H", "H", "H", "H", "H", "H", "H", "H", "H", "H", "H", "H", "H", "H", "H", "H", "H", "H", "H", "H", "H", "H", "H", "H", "H", "H"],
  "xyz": [[-4.1327, 0.3401, 0.6852], [3.3674, 0.4104, -3.6073], [4.0909, -1.2281, -2.2515], [2.5426, 0.4382, -1.4692], [-0.7516, 0.9119, 3.4733], [-3.5433, -0.0066, -0.5410], [0.3148, 1.7127, 2.7062], [-3.4787, -1.5690, 2.1280], [-1.6872, 0.2157, 2.4801], [2.3600, 0.1305, -0.1676], [-5.4014, 0.0178, 2.6169], [-2.5487, -0.8692, 3.1217], [4.1758, -0.0998, -4.6738], [1.2263, 0.8307, 1.9251], [-4.6144, -0.7117, 1.5235], [-5.5690, -1.6447, 0.7618], [4.5079, 1.0721, -5.5868], [-1.5169, 1.8427, 4.4103], [3.0452, -1.0132, 0.5068], [3.4106, -0.2409, -2.4294], [3.4260, -1.2071, -5.4090], [1.4618, 0.9573, 0.6176], [-4.8032, 0.8264, 3.0246], [1.7113, 0.0531, 2.4992], [2.0215, 1.2840, -1.8962], [5.0919, -0.5156, -4.2325], [0.9614, 1.7485, 0.0729], [-2.3315, 0.9600, 2.0123], [-6.2863, -1.0565, 0.1936], [-1.8925, -1.6288, 3.5577], [5.0188, 1.8517, -5.0276], [-1.0808, -0.2413, 1.6933], [3.2111, -2.0246, -4.7250], [-3.9534, -2.4112, 2.6366], [-3.1408, -0.4483, 3.9334], [-2.2453, 1.2911, 4.9985], [-0.2434, 0.1488, 4.0750], [-5.0265, -2.2959, 0.0800], [2.3074, -1.6864, 0.9409], [2.4893, -0.8222, -5.8061], [-6.3025, 0.4492, 2.1895], [4.0331, -1.5843, -6.2270], [5.1501, 0.7383, -6.3967], [-2.8782, -1.9823, 1.3142], [0.9147, 2.2726, 3.4312], [3.6805, -0.6430, 1.3102], [-3.1780, 0.9290, -0.9629], [-6.1132, -2.2657, 1.4679], [-0.1750, 2.4310, 2.0461], [-2.6969, -0.6906, -0.4220], [3.6557, -1.5617, -0.2016], [-0.8355, 2.3387, 5.0988], [-4.2646, -0.4487, -1.2364], [-5.6775, -0.6689, 3.4118], [3.5934, 1.4863, -6.0037], [-2.0423, 2.6048, 3.8385]],
  "forces_ev_per_angstrom": [[-0.2, 0.1, 0.1], [-0.2, 0.3, 0.0], [-0.1, 0.1, -0.1], [-0.3, 0.2, 0.5], [-0.1, 0.2, -0.2], [0.0, 0.0, -0.1], [0.0, -0.2, 0.2], [0.0, 0.4, 0.1], [0.1, -0.1, 0.4], [0.4, -0.2, -0.6], [0.3, -0.1, -0.4], [0.0, 0.0, -0.3], [0.4, -0.3, -0.4], [0.0, 0.2, -0.3], [-0.3, -0.4, 0.3], [0.3, 0.3, 0.0], [-0.1, -0.2, 0.4], [0.2, -0.3, 0.0], [0.1, -0.1, -0.1], [0.3, -0.4, 0.0], [0.1, 0.2, 0.4], [-0.2, 0.2, 0.3], [0.1, 0.1, 0.1], [0.1, -0.2, 0.0], [-0.1, 0.1, 0.1], [-0.2, 0.1, -0.1], [-0.1, 0.1, 0.0], [0.1, 0.1, -0.1], [-0.1, 0.0, -0.1], [0.0, 0.0, 0.1], [0.1, 0.1, 0.0], [-0.1, 0.0, -0.1], [0.0, -0.1, 0.0], [0.0, -0.1, -0.1], [0.0, 0.0, 0.1], [-0.1, 0.0, 0.1], [0.0, 0.0, 0.0], [0.0, -0.1, -0.1], [-0.1, 0.0, 0.1], [-0.1, 0.0, -0.1], [-0.1, 0.0, 0.0], [0.0, -0.1, -0.1], [0.1, 0.0, -0.1], [0.0, -0.1, 0.0], [0.0, 0.1, 0.0], [0.0, 0.0, 0.1], [0.0, -0.1, -0.1], [0.0, -0.1, 0.1], [0.0, 0.1, 0.0], [0.0, 0.0, 0.0], [0.0, 0.0, 0.1], [0.0, 0.1, 0.1], [0.0, 0.0, 0.0], [0.0, -0.1, 0.1], [-0.1, 0.1, -0.1], [-0.1, 0.1, -0.1]],
  "nbo_charge": [-0.559, -0.512, -0.621, -0.335, -0.199, -0.249, -0.438, -0.424, -0.415, 0.098, -0.621, -0.395, 0.088, -0.111, 0.277, -0.641, -0.617, -0.603, -0.679, 0.763, -0.629, -0.245, 0.217, 0.195, 0.216, 0.199, 0.200, 0.221, 0.215, 0.201, 0.217, 0.204, 0.226, 0.210, 0.197, 0.208, 0.189, 0.209, 0.220, 0.207, 0.215, 0.213, 0.213, 0.201, 0.216, 0.222, 0.195, 0.216, 0.205, 0.165, 0.266, 0.207, 0.168, 0.206, 0.208, 0.203]
}

=====

Record 4
{
  "formula": "C19H35BNO2PPb",
  "method": "the ωB97M-V functional and the def2-TZVPD basis",
  "largest_force_ev_per_a": 2.53,
  "gap_ha": [0.216, 0.201],
  "charge": 2,
  "total_energy_ha": -1508.6359,
  "mol_weight_g_mol": 558.48,
  "homo_energy_ev": [-14.8, -14.7],
  "elements": ["Pb", "P", "O", "O", "N", "C", "C", "C", "C", "C", "C", "C", "C", "C", "C", "C", "C", "C", "C", "C", "C", "C", "C", "C", "B", "H", "H", "H", "H", "H", "H", "H", "H", "H", "H", "H", "H", "H", "H", "H", "H", "H", "H", "H", "H", "H", "H", "H", "H", "H", "H", "H", "H", "H", "H", "H", "H", "H", "H", "H"],
  "xyz": [[0.6794, 0.5283, -0.2408], [-0.6282, 1.8735, 1.7948], [0.5318, -1.8273, 2.0248], [0.5862, -2.6235, -0.1808], [0.1852, 2.8813, -3.0056], [-2.1786, 0.9107, 1.5429], [-4.2395, 0.4209, -1.5725], [2.9086, -3.2009, -0.0677], [0.3138, 1.5087, -3.3620], [-1.2457, 3.5713, 1.5390], [0.7208, -4.0226, 2.9513], [-0.4204, 1.7651, 3.5949], [1.2760, 3.7378, -3.3764], [1.1798, -4.8789, 0.2607], [-0.9676, 0.6603, -3.4186], [-2.5129, 0.7772, 0.0786], [-1.9076, 0.6500, -2.2455], [-3.8620, 0.5736, -0.2462], [-0.9987, 3.5472, -2.5533], [1.5273, -3.4309, 0.5421], [-1.5212, 0.7772, -0.9101], [-3.2656, 0.4449, -2.5661], [2.6808, -2.5775, 2.7287], [1.3852, -2.9892, 2.0595], [0.4555, -1.5579, 0.6805], [-4.5938, 0.5328, 0.5664], [4.0784, 1.2654, 1.2125], [-2.0253, -0.0755, 2.0154], [0.5435, -3.6053, 3.9477], [1.8838, 3.2557, -4.1532], [2.8767, -3.4639, -1.1342], [0.1820, -5.1489, 0.6196], [0.4254, 2.4098, 3.8679], [-0.6467, -0.3721, -3.6287], [-0.1775, 0.7314, 3.8698], [1.9120, -5.5390, 0.7423], [1.9264, 3.9601, -2.5135], [-5.2894, 0.2779, -1.8395], [2.4772, -2.2946, 3.7685], [-1.7505, 3.6617, 0.5690], [-1.0700, 3.5540, -1.4511], [-3.5371, 0.3240, -3.6182], [3.2582, -2.1632, 0.0117], [3.1561, -1.7144, 2.2458], [1.2217, -5.0658, -0.8202], [-1.5332, 0.9870, -4.3028], [-1.9413, 3.8664, 2.3390], [-0.9127, 4.5990, -2.8828], [1.0917, 1.0391, -2.7205], [4.5098, 0.9440, 1.7477], [-1.9277, 3.1138, -2.9566], [-2.9640, 1.4469, 2.0981], [3.6454, -3.8565, 0.4097], [0.7746, 1.4814, -4.3696], [1.3831, -4.8857, 3.0793], [0.8737, 4.6922, -3.7557], [-1.3225, 2.0945, 4.1294], [-0.2340, -4.3820, 2.5560], [-0.3645, 4.2282, 1.5456], [3.3881, -3.4178, 2.7530]],
  "forces_ev_per_angstrom": [[-1.3, 0.9, 0.6], [-1.1, -0.2, 0.4], [-0.2, 1.8, -1.8], [-0.3, 2.4, 0.4], [0.0, 0.5, -0.5], [0.5, 0.0, 0.2], [-0.1, -0.2, -0.1], [0.2, 0.2, -0.1], [-0.4, -1.2, -0.5], [0.6, 0.3, -0.3], [-0.3, -0.4, 0.1], [0.7, 0.0, 0.0], [0.7, 0.5, -0.5], [-0.2, -0.5, 0.2], [0.3, 0.1, -0.4], [-0.5, -0.3, 0.3], [-1.0, -0.3, 0.0], [0.3, 0.2, 0.0], [-0.7, 0.9, 0.0], [1.0, -1.6, 0.1], [0.4, 0.1, -0.4], [0.4, 0.3, 0.1], [0.4, 0.2, 0.1], [0.4, -1.3, 0.7], [-0.2, -2.3, 0.9], [0.2, 0.1, -0.4], [0.3, -0.2, 0.4], [-0.1, 0.3, -0.1], [0.0, 0.0, -0.2], [-0.1, 0.2, 0.3], [0.0, 0.1, 0.3], [0.2, 0.1, -0.1], [-0.2, -0.2, 0.2], [0.0, 0.3, -0.1], [0.0, 0.2, 0.0], [-0.2, 0.1, -0.1], [-0.2, -0.1, -0.1], [0.4, 0.0, 0.1], [0.0, -0.1, -0.2], [0.1, -0.1, 0.3], [0.1, -0.2, -0.3], [0.0, 0.0, 0.4], [-0.1, -0.2, 0.1], [-0.1, -0.3, 0.0], [0.0, 0.1, 0.3], [0.2, -0.1, 0.2], [0.3, -0.2, -0.2], [-0.2, -0.5, 0.3], [-0.1, 0.4, -0.1], [-0.3, 0.2, -0.4], [0.5, -0.1, 0.2], [0.1, -0.3, -0.2], [-0.1, 0.2, -0.1], [-0.1, 0.0, 0.4], [-0.1, 0.1, -0.1], [0.3, -0.4, 0.2], [0.2, -0.1, -0.3], [0.1, 0.1, 0.1], [-0.4, 0.1, 0.0], [-0.2, 0.3, -0.1]],
  "nbo_charge": [0.873, 0.943, -0.740, -0.734, 0.014, -0.763, -0.162, -0.634, -0.267, -0.941, -0.632, -0.942, -0.463, -0.626, -0.448, 0.046, -0.083, -0.213, -0.466, 0.223, -0.447, -0.199, -0.633, 0.240, 0.903, 0.236, -0.040, 0.262, 0.234, 0.252, 0.235, 0.229, 0.263, 0.263, 0.269, 0.232, 0.270, 0.248, 0.236, 0.238, 0.268, 0.230, 0.202, 0.211, 0.235, 0.244, 0.270, 0.249, 0.242, 0.042, 0.277, 0.259, 0.241, 0.278, 0.236, 0.260, 0.263, 0.225, 0.254, 0.239]
}